(1)
Below is C36H40BaOP2 as an isolated structure, with properties calculated with ωB97M-V with the def2-TZVPD basis set.

The HOMO energy (alpha / beta) is -4.8 / -4.8 eV. The calculation puts the orbital gap (alpha / beta) at 4.6 / 4.6 eV. The calculation puts the LUMO energy (alpha / beta) at -0.008 / -0.008 hartree.

```
! RIJCOSX wB97M-V def2-TZVPD def2/J DEFGRID3
* xyz 0 1
Ba -0.52 1.78 2.12
C -1.77 1.12 -3.09
C -1.91 -0.20 -2.94
C -1.25 -1.22 -3.82
C 0.18 -0.87 -4.31
C 1.12 -0.04 -3.48
C 1.19 1.29 -3.62
C 0.26 2.13 -4.41
C -1.21 1.63 -4.38
C 2.08 0.36 3.36
H -2.18 1.85 -2.37
H -2.54 -0.62 -2.14
H -1.80 -1.38 -4.77
H -1.24 -2.20 -3.31
H 0.67 -1.84 -4.45
H 0.12 -0.47 -5.33
H 1.93 -0.59 -2.97
H 2.02 1.88 -3.21
H 0.53 2.17 -5.48
H 0.34 3.16 -4.02
H -1.82 2.46 -4.76
H -1.32 0.86 -5.16
H 1.61 1.23 3.91
H 3.11 0.23 3.80
H 1.53 -0.56 3.64
P -1.54 -0.92 0.45
P 1.93 -0.11 1.17
C -0.16 -1.27 -0.61
C 1.12 -0.87 -0.29
C -2.47 -2.39 0.98
C -2.88 -3.32 -0.01
C -3.71 -4.41 0.33
C -4.11 -4.61 1.66
C -3.65 -3.76 2.67
C -2.82 -2.66 2.36
C -2.72 0.50 0.06
C -2.19 1.80 -0.21
C -2.96 2.95 0.05
C -4.34 2.80 0.24
C -4.92 1.53 0.40
C -4.10 0.39 0.41
C 3.51 -1.11 1.20
C 3.30 -2.40 1.73
C 4.38 -3.21 2.06
C 5.69 -2.76 1.85
C 5.91 -1.49 1.29
C 4.82 -0.65 0.96
C 2.46 1.60 0.62
C 2.67 2.61 1.58
C 2.83 3.94 1.20
C 2.83 4.28 -0.17
C 2.61 3.27 -1.14
C 2.42 1.94 -0.74
H -0.34 -1.81 -1.57
H 1.85 -1.10 -1.08
H -2.59 -3.15 -1.07
H -4.08 -5.07 -0.47
H -4.79 -5.43 1.90
H -3.96 -3.92 3.71
H -2.50 -1.94 3.15
H -1.15 1.93 -0.59
H -2.50 3.96 0.09
H -5.00 3.69 0.28
H -6.00 1.41 0.57
H -4.52 -0.56 0.75
H 2.27 -2.75 1.93
H 4.19 -4.19 2.51
H 6.54 -3.39 2.12
H 6.93 -1.14 1.12
H 5.01 0.36 0.55
H 2.73 2.35 2.65
H 2.95 4.72 1.97
H 2.95 5.33 -0.48
H 2.58 3.56 -2.20
H 2.14 1.19 -1.47
C -1.14 0.39 5.37
O -1.54 0.79 4.07
H -1.91 0.72 6.10
H -0.20 0.93 5.63
H -0.95 -0.71 5.53
*
```

(2)
Below is C32H24ClF10N4O2Os as an isolated structure, with properties calculated with ωB97M-V with the def2-TZVPD basis set.

Its energy relative to the best compared isomer or geometry (same formula, charge and spin) is 0.000 eV. Its expectation value of S² is 6.057. The HOMO energy (alpha / beta) is -4.2 / -4.6 eV. The calculation puts the orbital gap (alpha / beta) at 6.7 / 6.5 eV. The calculation puts the LUMO energy (alpha / beta) at 0.091 / 0.070 hartree.

```
! RIJCOSX wB97M-V def2-TZVPD def2/J DEFGRID3
* xyz -1 5
Os 0.01 -0.24 0.23
C -3.18 1.02 -0.50
N -2.36 0.86 0.69
C -1.87 2.13 1.21
C -0.71 1.96 2.20
N 0.48 1.38 1.60
C 1.65 2.00 1.67
C 1.99 3.31 2.12
F 1.05 4.21 2.54
C 3.28 3.80 2.17
F 3.49 5.05 2.64
C 4.37 3.04 1.77
F 5.64 3.53 1.82
C 4.12 1.75 1.31
F 5.13 0.95 0.93
C 2.83 1.28 1.28
F 2.66 0.00 0.89
C -3.03 0.02 1.67
C -2.41 -1.39 1.63
N -0.98 -1.32 1.82
C -0.48 -1.36 3.06
C -1.16 -1.26 4.31
F -2.51 -1.13 4.38
C -0.50 -1.27 5.53
F -1.23 -1.14 6.65
C 0.88 -1.40 5.61
F 1.51 -1.41 6.80
C 1.59 -1.56 4.42
F 2.92 -1.72 4.45
C 0.92 -1.57 3.22
F 1.61 -1.83 2.09
H -4.03 1.70 -0.32
H -2.57 1.41 -1.31
H -3.56 0.05 -0.79
H -1.52 2.72 0.35
H -2.67 2.70 1.71
H -0.53 2.94 2.64
H -1.02 1.30 3.02
H -2.92 0.44 2.68
H -4.11 -0.05 1.46
H -2.88 -2.03 2.37
H -2.58 -1.82 0.64
Cl 0.85 3.34 -6.62
C 0.59 2.82 -4.99
C -0.39 3.48 -4.22
C -0.62 3.09 -2.94
C 0.08 2.00 -2.34
O -0.21 1.66 -1.15
C 1.10 1.37 -3.13
C 1.86 0.29 -2.58
O 1.79 -0.16 -1.45
C 1.33 1.81 -4.45
H -0.94 4.31 -4.65
H -1.34 3.62 -2.33
H 2.59 -0.16 -3.28
H 2.12 1.34 -5.02
C -1.96 -1.26 -3.42
C -1.13 -2.47 -3.11
C -1.01 -3.52 -3.99
C -0.21 -4.62 -3.70
C 0.48 -4.65 -2.49
C 0.41 -3.63 -1.58
C 1.18 -3.63 -0.31
C -0.42 -2.48 -1.86
N -0.55 -1.49 -1.03
H -2.34 -1.31 -4.44
H -1.35 -0.37 -3.31
H -2.79 -1.17 -2.72
H -1.55 -3.48 -4.93
H -0.12 -5.43 -4.41
H 1.11 -5.51 -2.28
H 1.81 -4.51 -0.22
H 0.50 -3.58 0.55
H 1.80 -2.74 -0.26
*
```

(3)
Below is a 2-piece molecular cluster, C8H12N3 overall, with properties calculated with ωB97M-V with the def2-TZVPD basis set.

Its energy relative to the best compared isomer or geometry (same formula, charge and spin) is 8.281 eV. The HOMO energy is -12.2 eV. The calculation puts the orbital gap at 7.6 eV. The calculation puts the LUMO energy at -0.168 hartree.

```
! RIJCOSX wB97M-V def2-TZVPD def2/J DEFGRID3
* xyz 1 1
C 1.23 -1.65 1.07
C 1.16 -0.53 0.42
C -0.36 -3.08 -2.08
C -0.25 -2.37 -0.96
C -1.02 2.12 -0.30
C 1.02 -1.75 -0.41
C 2.37 1.32 -0.69
C 1.28 0.96 0.21
N -2.88 1.56 1.39
N -4.10 1.64 1.47
N 0.00 1.56 -0.06
H 1.30 -2.27 1.98
H -1.28 -3.58 -2.37
H 0.53 -2.92 -2.78
H -1.16 -2.23 -0.34
H -4.52 1.55 0.61
H 1.82 -1.88 -1.10
H 2.23 0.70 -1.64
H 2.56 2.31 -0.98
H 3.16 0.96 -0.17
H 1.58 1.41 1.21
H -2.53 1.79 2.40
H -1.98 2.36 -0.67
*
```

(4)
Below is C28H31Cl5NOPPt as an isolated structure, with properties calculated with ωB97M-V with the def2-TZVPD basis set.

Its energy relative to the best compared isomer or geometry (same formula, charge and spin) is 0.000 eV. The HOMO energy is -7.3 eV. The calculation puts the orbital gap at 6.0 eV. The calculation puts the LUMO energy at -0.049 hartree.

```
! RIJCOSX wB97M-V def2-TZVPD def2/J DEFGRID3
* xyz 0 1
Pt 0.24 0.91 -1.12
Cl -5.56 4.84 -2.03
C -3.95 4.34 -1.75
C -3.46 3.18 -2.35
Cl -4.48 2.22 -3.34
C -2.16 2.79 -2.13
Cl -1.57 1.34 -2.84
C -1.25 3.50 -1.30
O -0.06 3.13 -1.07
C -1.79 4.69 -0.72
Cl -0.75 5.62 0.27
C -3.10 5.08 -0.93
Cl -3.71 6.49 -0.16
C 2.66 1.99 1.29
C 3.47 1.29 0.21
C 4.81 0.78 0.74
P 2.34 0.04 -0.57
C 3.38 -0.97 -1.75
C 2.46 -1.98 -2.43
C 4.01 -0.03 -2.77
C 1.85 -1.15 0.72
C 2.73 -1.91 1.47
C 2.29 -2.78 2.45
C 3.24 -3.58 3.28
C 0.91 -2.89 2.67
C 0.01 -2.18 1.93
C 0.44 -1.28 0.92
N -0.42 -0.62 0.14
C -1.80 -0.73 0.22
C -2.53 0.07 1.11
C -1.80 1.05 1.98
C -3.91 -0.05 1.14
C -4.59 -0.95 0.32
C -6.08 -1.07 0.39
C -3.85 -1.72 -0.56
C -2.47 -1.63 -0.63
C -1.68 -2.46 -1.59
H 3.21 2.83 1.70
H 2.41 1.31 2.09
H 1.73 2.38 0.85
H 3.67 2.00 -0.60
H 4.68 0.19 1.65
H 5.45 1.63 0.98
H 5.34 0.17 0.00
H 4.16 -1.51 -1.18
H 1.64 -1.44 -2.92
H 2.03 -2.67 -1.70
H 3.00 -2.55 -3.18
H 3.23 0.59 -3.21
H 4.48 -0.60 -3.57
H 4.76 0.61 -2.33
H 3.79 -1.83 1.28
H 4.25 -3.54 2.87
H 2.93 -4.63 3.32
H 3.27 -3.21 4.30
H 0.56 -3.57 3.44
H -1.06 -2.28 2.09
H -1.09 1.63 1.38
H -1.23 0.53 2.75
H -2.50 1.73 2.47
H -4.48 0.57 1.83
H -6.44 -0.90 1.40
H -6.41 -2.05 0.05
H -6.54 -0.32 -0.26
H -4.36 -2.42 -1.22
H -2.32 -2.91 -2.34
H -1.16 -3.26 -1.05
H -0.92 -1.85 -2.08
*
```